No. 1
ORCA calculation (ωB97M-V with the def2-TZVPD basis set) on one molecule with the formula C10H21Br2N3Si.

Each line ends with the Löwdin charge.
Atoms and positions in Å:
N -0.71281 -0.84323 -0.98096  -0.116
H 0.45418 -3.98306 -1.51762  0.107
H 1.45150 -3.11972 -3.37917  0.100
C 1.10950 -2.32401 -2.72163  -0.252
C 0.64725 1.23129 3.74259  -0.067
H -3.38221 0.02904 1.35913  -0.010
H 1.58378 1.04323 0.60951  0.035
Br -0.34805 2.08188 -2.30100  0.787
H -0.83604 4.63672 0.06849  0.083
C -1.45393 4.19024 -0.70791  -0.172
C 0.63198 -2.91712 -1.38278  -0.198
H -1.51035 -2.73215 -1.39740  0.112
C 0.76886 0.82211 2.30142  -0.526
C -1.50745 1.83673 0.25053  -0.712
H -2.72175 -1.42154 1.53548  0.026
N 1.57683 1.45362 1.54650  0.133
H 1.02511 0.40679 4.35104  0.083
H 0.63544 -1.10916 1.48550  0.079
C -0.66327 -2.30970 -0.85824  -0.281
H 0.29311 -1.81049 -3.22610  0.103
C -1.21698 2.70471 -0.72354  -0.807
H 2.53705 -0.83970 -3.46322  0.071
H 1.22807 2.12597 3.92969  0.076
H -1.16669 4.61919 -1.66041  0.052
H -0.57024 -0.81439 2.71311  0.073
Si -1.29508 -0.01907 0.42043  0.354
C -0.06156 -0.35763 1.86629  -0.179
Br -2.30659 2.60589 1.82449  0.770
H -0.39595 1.36160 4.01625  0.053
H 0.18340 -0.46337 -1.25098  -0.008
H 2.08880 -0.59870 -1.78766  0.048
H 1.42814 -2.80792 -0.64594  0.105
N -2.85977 -0.68171 0.85572  -0.047
H -2.50208 4.38015 -0.49996  0.068
H -0.79100 -2.62168 0.18522  0.092
C 2.29007 -1.36074 -2.54163  -0.110
H 3.15899 -1.91721 -2.19520  0.074

Summary:
HOMO-LUMO gap	9.6	eV
total energy	-5995.47090	hartree
lowest unoccupied orbital energy	0.5	eV
M	371.2	g/mol
total charge	0
SMILES	[H]/N=C(/C)C[Si@](N)(NCCCC)/C(Br)=C(/C)Br

---

No. 2
ORCA calculation (ωB97M-V with the def2-TZVPD basis set) on C10H21CaNO4S as an isolated structure.

Each line ends with the Löwdin charge.
Atoms and positions in Å:
H 0.46994 -1.04179 -1.04599  0.114
H 2.73059 -1.98563 -1.24409  0.119
C 3.13351 0.10953 -1.35492  -0.143
O -4.26691 -0.41986 -1.49985  -0.370
H 4.69935 1.56580 -1.81330  0.148
H -1.57717 -0.04668 -0.82774  0.116
H -2.04123 -1.76023 -0.77256  0.132
N -8.08454 1.82796 0.66597  0.112
H 5.21349 0.11969 -0.88977  0.072
C 3.00683 -1.19675 -0.54527  -0.188
C -6.58360 0.01707 0.43527  -0.209
O -5.23144 -0.33453 0.77989  -0.318
H 5.32999 2.79654 1.39927  0.138
H -6.83297 -0.37862 -0.55088  0.124
C -0.66616 -1.14496 0.75237  -0.169
Ca 7.17694 -0.26005 0.90351  1.805
H 1.81732 -0.13522 0.91396  0.108
C 4.38562 0.87784 -1.02604  -0.212
H 2.14992 -1.82469 1.33920  0.116
S -4.12410 0.24667 -0.22676  0.906
H -0.90540 -1.96938 1.42509  0.127
C 1.89697 -1.14947 0.52030  -0.208
H 2.28698 0.75562 -1.11774  0.139
C -6.89393 1.48545 0.47305  -0.239
C -1.83655 -0.87940 -0.16715  -0.269
H -6.10477 2.22382 0.32653  0.104
H -8.17046 2.84148 0.64330  0.059
H -7.23804 -0.47949 1.14336  0.132
H -0.43648 -0.27960 1.37245  0.118
O -2.97311 -0.52613 0.62702  -0.320
H 3.97522 -1.48422 -0.10277  0.082
C 0.55634 -1.56046 -0.08133  -0.204
C 5.41539 1.93430 0.74312  -0.169
H 5.70250 1.02926 1.37447  -0.005
H 3.10007 -0.07267 -2.42621  0.133
H 0.53180 -2.62287 -0.31786  0.127
H 6.17235 2.14602 -0.03408  0.113
O 4.21570 1.57565 0.20615  -0.120

Summary:
HOMO-LUMO gap	1.9	eV
total energy	-1824.37535	hartree
lowest unoccupied orbital energy	-10.6	eV
M	291.4	g/mol
total charge	+2

---

No. 3
ORCA calculation (ωB97M-V with the def2-TZVPD basis set) on C10H21Cl2IrP as an isolated structure in a non-equilibrium geometry.

Each line ends with the Löwdin charge.
Atoms and positions in Å:
H 3.36237 3.61181 -0.57104  0.104
C -0.69113 0.06371 -1.67717  -0.388
H 0.65614 2.17895 -2.69673  0.080
H -2.64494 -0.39565 3.82195  0.028
C 1.18563 2.53459 -1.80506  -0.225
H 1.19849 3.63497 -1.83733  0.109
H 2.91308 2.78747 1.55252  0.097
H 3.10724 1.09777 1.05714  0.028
Cl -0.64873 -2.03044 0.12288  -0.043
H -2.67004 -0.41320 0.09313  -0.030
C 2.61794 2.00560 -1.79691  -0.228
H 0.28132 -0.49574 3.73829  0.032
H -3.36719 0.82711 1.14590  0.032
H -2.91782 1.34269 3.47660  0.020
C -2.79968 -0.11132 1.13463  -0.356
C 3.34254 2.51159 -0.54745  -0.215
P -1.17796 0.26533 1.96228  0.680
C 2.68211 2.06529 0.76161  -0.265
H -1.48220 0.82745 4.42684  0.021
Cl 2.29649 -0.99287 0.04639  -0.085
H 2.63641 0.90523 -1.80499  0.061
H -0.59298 2.53317 -0.44592  0.099
Ir 0.22861 0.19797 -0.01220  0.786
C 0.44093 2.18716 -0.51523  -0.399
H -3.33097 -0.88700 1.69244  0.032
H 0.64140 2.20933 1.63520  0.041
H -1.15998 -0.88125 -2.01908  -0.073
C 1.16592 1.98499 0.70083  -0.394
H 3.14149 2.37044 -2.68852  0.102
C -2.14550 0.56527 3.58704  -0.320
H -0.77682 0.89732 -2.41288  -0.045
C -0.19458 -1.03083 2.90238  -0.365
H 4.37672 2.15650 -0.56728  0.101
H 0.60344 -1.46754 2.28781  -0.054
H -0.87427 -1.80456 3.28321  0.034

Summary:
HOMO-LUMO gap (spin up / spin down)	4.9 / 6.6	eV
total energy	-1759.57320	hartree
lowest unoccupied orbital energy (spin up / spin down)	3.1 / 1.8	eV
M	435.4	g/mol
total charge	-1
expectation value of S²	6.022
multiplicity	5

---

No. 4
ORCA calculation (ωB97M-V with the def2-TZVPD basis set) on C10H21ClF3O2P2V as an isolated structure in a non-equilibrium geometry.

Each line ends with the Löwdin charge.
Atoms and positions in Å:
H -2.64818 -2.40574 -0.75808  0.058
F -0.36873 -2.00312 3.31258  0.067
H -1.34922 2.63126 2.51853  0.057
C -0.21386 0.50878 -2.46021  -0.711
C -1.95797 -3.02722 -0.19036  -0.196
H 0.92726 0.30107 -4.12049  0.099
H -2.23209 -3.00440 0.85559  0.048
H 0.84497 -4.40990 -0.04658  0.096
H 0.96870 4.19884 -0.22408  0.074
C 1.68242 2.36058 1.92877  -0.225
O -3.18936 0.11664 1.31598  0.228
H 1.87604 -3.02169 0.45678  0.067
H -1.93627 3.03912 0.91539  0.051
H -0.05034 3.26276 -1.32982  0.063
C 0.77051 3.20024 -0.60438  -0.224
F 1.70080 -1.12797 3.26518  0.037
C -1.07634 3.07925 1.56305  -0.204
F -0.02965 0.15186 3.90876  0.069
C 0.32033 -0.84023 3.01058  -0.504
H 1.07772 -2.26226 -2.38893  0.017
O -1.14766 0.28331 -1.73137  0.010
H 1.40862 2.09916 2.96238  0.060
C -2.03929 0.00178 1.10122  -0.071
C 0.29777 1.11545 -3.70219  -0.124
P -0.27397 -2.25267 -0.35581  0.797
C 0.08470 -2.64363 -2.11735  -0.244
H -1.92927 -4.04923 -0.55905  0.073
H 0.05944 -3.71295 -2.28499  0.070
H 1.67991 2.80899 -1.08089  0.041
C 0.84788 -3.40823 0.47426  -0.236
H -0.75981 4.11074 1.73248  0.078
Cl 1.47314 0.16963 -1.99312  0.732
P 0.28732 2.08963 0.77950  0.796
V -0.12105 -0.25430 1.11853  0.612
H 2.53687 1.71172 1.63089  0.074
H -0.66359 -2.16534 -2.78332  0.069
H 0.93662 1.91489 -3.18886  0.088
H 0.53881 -3.58168 1.50503  0.049
H -0.35668 1.62029 -4.34777  0.088
H 2.02351 3.39457 1.91218  0.073

Summary:
HOMO-LUMO gap (spin up / spin down)	8.2 / 8.3	eV
total energy	-2929.92108	hartree
lowest unoccupied orbital energy (spin up / spin down)	-9.2 / -9.1	eV
M	378.6	g/mol
total charge	+2
expectation value of S²	2.056
multiplicity	3

---

No. 5
ORCA calculation (ωB97M-V with the def2-TZVPD basis set) on C10H21ClINO3PRu as an isolated structure in a non-equilibrium geometry.

Each line ends with the Löwdin charge.
Atoms and positions in Å:
H -2.69447 1.98797 2.74455  0.061
H 2.20884 -3.16594 -2.51908  0.075
C -1.43644 0.18798 -2.91674  -0.602
C -1.14715 -1.46023 -0.24007  -0.352
H 1.39108 0.40270 -3.57401  0.037
O -0.92267 0.31008 1.41790  -0.261
H -2.83674 1.55862 4.51525  0.104
H -0.90196 1.36185 -4.51208  0.113
H 0.64093 -1.13107 -4.07687  0.055
H 2.85533 0.69206 -1.07162  0.007
Ru -0.93152 0.15296 -1.08153  0.687
C 1.46990 -0.68252 -3.51867  -0.249
C 1.10649 0.42493 2.68318  0.026
H -2.46388 2.08219 -3.71954  0.109
H -2.45726 0.55047 -4.66254  0.108
H 1.81350 -3.26844 -0.71202  0.066
H 1.37260 -0.55344 3.09249  0.112
H -1.20852 1.62267 5.59448  0.100
H 0.38192 1.87984 4.88734  0.094
H 2.42857 -1.00606 -3.94253  0.078
C -0.37921 0.54243 2.53075  -0.435
O -1.49129 -2.49333 0.20387  0.171
H 0.47332 -3.38623 -1.93231  0.059
C 1.46867 -2.93768 -1.71575  -0.189
H 1.57921 0.51581 1.69788  0.066
C -2.49155 1.23043 3.52225  -0.025
H -0.09971 0.27231 5.35873  0.112
H 3.73322 -0.65880 -1.88128  0.078
C -1.86041 1.17137 -3.98226  -0.016
H 3.18369 -0.82434 -0.14454  0.062
N -1.06210 1.01452 3.61218  -0.116
H -2.98790 0.29165 3.22036  0.110
Cl 0.52992 1.87889 -0.95924  0.177
H 1.51278 1.19322 3.35014  0.091
C 2.94747 -0.40761 -1.14179  -0.242
P 1.31471 -1.04332 -1.72654  0.829
I -2.99026 1.53432 -0.36862  0.865
O -1.59026 -1.04121 -2.95738  0.044
C -0.45883 1.20096 4.92569  -0.010

Summary:
HOMO-LUMO gap (spin up / spin down)	6.0 / 4.3	eV
total energy	-1867.48327	hartree
lowest unoccupied orbital energy (spin up / spin down)	-8.2 / -11.2	eV
M	497.7	g/mol
total charge	+2
expectation value of S²	8.783
multiplicity	6

---

No. 6
ORCA calculation (ωB97M-V with the def2-TZVPD basis set) on C10H21FeINO2P2S as an isolated structure in a non-equilibrium geometry.

Each line ends with the Löwdin charge.
Atoms and positions in Å:
C 1.70729 1.15281 -2.29523  -0.262
C -1.62341 0.51201 3.39412  -0.235
H -4.55832 -0.65505 -6.16754  0.112
H 3.64441 -0.98392 -1.13983  0.064
C -4.25299 0.04617 -5.35276  -0.098
H -2.91467 -0.02062 0.60982  0.030
H 4.30964 -0.07736 0.24895  0.055
C -3.22852 -0.62870 -4.46365  -0.812
H 3.24086 2.55952 0.92442  0.045
H -3.53402 -1.18841 1.84492  0.080
S 1.96743 0.15864 2.58459  0.864
C 2.76806 2.60062 -0.06868  -0.235
H 1.86592 3.23613 -0.00305  0.061
H 1.49359 0.16841 -2.74994  0.064
N 3.73803 -0.00955 4.72315  0.244
C -2.68928 -0.94348 1.17524  -0.262
H -5.12698 0.31669 -4.75610  0.085
O -2.78176 -1.74511 -4.57072  0.029
P -1.14288 -0.69314 2.08250  0.704
H -3.81584 0.94679 -5.78931  0.085
O 2.35888 -2.47643 1.49540  0.176
C -0.95741 -2.25348 3.04652  -0.222
Fe 0.48741 0.06995 0.65860  0.475
H 0.76691 1.73501 -2.29507  0.030
H -2.53197 0.18242 3.93319  0.079
H 4.52341 0.56582 -1.42513  0.084
H 2.47230 1.67736 -2.89625  0.080
C 1.73649 -1.49989 1.29482  -0.381
H -1.87179 -2.47729 3.62859  0.083
P 2.22806 0.91187 -0.57832  0.703
H -0.79395 0.64195 4.10602  0.045
H 3.47290 3.03830 -0.80157  0.079
H -2.55111 -1.76111 0.44395  0.064
I -2.57140 0.67783 -2.84528  0.717
H -1.82034 1.48250 2.90243  0.061
H -0.09437 -2.17294 3.72778  0.055
C 3.83787 0.02849 -0.74166  -0.222
H -0.76149 -3.08129 2.34095  0.065
C 3.00305 -0.04149 3.77412  -0.590

Summary:
HOMO-LUMO gap (spin up / spin down)	7.5 / 3.5	eV
total energy	-3240.43922	hartree
lowest unoccupied orbital energy (spin up / spin down)	-7.3 / -11.2	eV
M	464.0	g/mol
total charge	+2
expectation value of S²	8.801
multiplicity	6

---

No. 7
ORCA calculation (ωB97M-V with the def2-TZVPD basis set) on one molecule with the formula C10H21N3O2S.

Each line ends with the Löwdin charge.
Atoms and positions in Å:
N 2.06183 1.70581 1.11316  0.123
H -2.55457 1.77173 -1.07844  0.106
H -4.03695 1.31558 -0.25538  0.121
H -2.90008 0.17649 1.45975  0.121
H -3.58925 1.19192 -2.98274  0.056
N -3.86549 0.23997 -2.77121  -0.013
C 2.03393 -2.00265 0.95087  -0.424
C -3.05359 0.94523 -0.55890  -0.210
C 2.94937 2.39214 0.71130  -0.822
N 1.79184 -0.04761 -0.57795  0.000
H 0.61159 0.23350 1.06158  0.121
H 0.70908 2.43035 -1.04876  0.139
C -1.49046 1.74441 1.29001  -0.212
O -0.70715 2.47991 0.36165  -0.128
C -2.24042 0.56889 0.67987  -0.185
H 2.22828 0.44977 -1.34489  0.128
H 2.48181 -4.03596 0.42235  0.086
H -1.54355 -0.24324 0.44039  0.098
O 0.73356 -2.28505 0.43269  -0.046
C 0.14992 1.71289 -0.44265  -0.168
H -3.87062 -0.96976 -1.07784  0.110
S 4.15904 3.25716 0.19937  0.687
H 2.85127 -3.66610 2.11291  0.076
C 1.13534 0.83237 0.32014  -0.341
H -3.58300 -0.33070 -3.55745  0.060
H -0.40525 1.04879 -1.11719  0.121
H -2.19100 2.47750 1.69400  0.129
H 0.33536 -2.96688 0.98462  0.095
H 1.92703 -1.54165 1.94177  0.136
C 2.87283 -3.27158 1.09650  -0.045
C -3.22726 -0.20856 -1.53222  -0.304
C 2.71496 -0.99899 0.01219  -0.169
H -2.24839 -0.67945 -1.69725  0.106
H 3.21438 -1.52963 -0.80051  0.127
H 3.49778 -0.49972 0.60355  0.122
H 3.91727 -3.09450 0.83076  0.079
H -0.86943 1.39763 2.12396  0.118

Summary:
HOMO-LUMO gap	9.8	eV
total energy	-1106.52850	hartree
lowest unoccupied orbital energy	0.6	eV
M	247.4	g/mol
total charge	0
SMILES	C[C@H](O)CN[C@H](COCCCCN)N=C=S

---

No. 8
ORCA calculation (ωB97M-V with the def2-TZVPD basis set) on C10H21N4O5Tc as an isolated structure.

Each line ends with the Löwdin charge.
Atoms and positions in Å:
H 0.72646 3.29130 3.07482  0.103
C -1.44322 -2.31620 -1.48344  -0.138
C -2.06151 -5.59375 -0.85020  -0.412
C -0.47850 -1.19549 -1.90657  -0.123
H -3.84247 -5.81698 0.11425  0.149
C -0.83915 -3.42536 -0.58818  -0.147
H -2.33388 -1.88601 -1.02422  0.110
H -2.81165 -7.46394 -1.18250  0.148
N 0.90334 0.83106 -1.30797  -0.009
O -0.86810 2.12441 -0.11108  -0.251
H 0.23924 -3.29704 -0.47892  0.131
H 3.01110 6.16737 0.78279  0.118
C 2.91071 3.44730 1.46078  -0.374
H 0.47488 -1.62606 -2.22532  0.137
N -1.02933 -4.77513 -1.10597  0.084
H -3.17858 -4.24005 0.20593  0.121
H 0.49427 5.03825 3.32450  0.118
H -1.23387 -3.38746 0.42842  0.127
H 0.18269 -0.55056 0.09424  0.181
C 1.22501 4.26118 3.10494  0.036
H 0.69730 5.41526 0.37553  0.165
H -0.90280 -0.68835 -2.77766  0.143
H 1.98040 6.70075 2.14528  0.120
Tc 0.73832 2.76288 -0.32294  1.725
N -2.03879 -6.83199 -1.32541  0.231
H 1.95996 4.24548 3.91034  0.129
H -1.23526 -7.20254 -1.80688  0.144
C -0.15116 -0.11891 -0.85501  -0.239
O 0.94647 4.52769 0.68165  -0.146
H -0.30878 -5.14212 -1.70898  0.167
O -2.51943 0.52488 -0.50997  0.307
C 1.93819 4.57776 1.80191  -0.442
C 2.64531 5.91779 1.77952  0.038
H -1.79035 -2.77810 -2.40817  0.133
O 3.97036 3.22128 1.87620  0.296
H 3.50467 5.87008 2.44853  0.128
H 0.85110 0.91841 -2.32504  0.137
O 2.33181 2.54505 0.45841  -0.227
C -1.38392 0.70379 -0.51385  -0.297
N -3.10169 -5.18049 -0.13603  0.236
H 1.82084 0.42455 -1.11373  0.140

Summary:
HOMO-LUMO gap (spin up / spin down)	6.2 / 6.6	eV
total energy	-1068.65161	hartree
lowest unoccupied orbital energy (spin up / spin down)	-12.7 / -12.3	eV
M	375.3	g/mol
total charge	+3
expectation value of S²	0.756
multiplicity	2